Entry from the OMol25 dataset: C23H26N2O7S in the gas phase at a distorted geometry (ωB97M-V/def2-TZVPD).

Values from the calculation:
HOMO energy: -8.05 eV
structure (SMILES): COc1ccc(S(=O)(=O)N(Cc2cc3ccc(OC)cc3[nH]c2=O)C[C@@H]2COCCO2)cc1
maximum force: 0.0218 hartree/bohr
Kohn-Sham gap: 8.48 eV

```
! RIJCOSX wB97M-V def2-TZVPD def2/J DEFGRID3
* xyz 0 1
C -6.90 -3.12 0.25
O -6.63 -1.80 -0.16
C -5.43 -1.26 0.14
C -4.42 -1.89 0.86
C -3.22 -1.24 1.09
C -3.03 0.04 0.61
S -1.49 0.88 0.91
O -1.72 1.95 1.85
O -0.48 -0.08 1.26
N -1.17 1.61 -0.56
C -0.85 0.75 -1.69
C 0.16 -0.31 -1.33
C 1.49 -0.09 -1.25
C 2.39 -1.09 -0.77
C 3.76 -0.88 -0.62
C 4.58 -1.86 -0.11
C 4.04 -3.10 0.27
O 4.76 -4.13 0.78
C 6.15 -3.97 0.97
C 2.68 -3.32 0.14
C 1.85 -2.33 -0.37
N 0.51 -2.54 -0.53
C -0.40 -1.61 -0.98
O -1.58 -1.91 -1.09
C -0.85 3.01 -0.59
C 0.64 3.33 -0.47
C 1.25 2.77 0.81
O 2.61 3.14 0.91
C 2.73 4.54 0.91
C 2.12 5.13 -0.37
O 0.77 4.74 -0.50
C -4.02 0.69 -0.10
C -5.22 0.04 -0.34
H -7.90 -3.35 -0.11
H -6.18 -3.83 -0.18
H -6.88 -3.22 1.34
H -4.55 -2.89 1.24
H -2.43 -1.71 1.64
H -1.77 0.25 -2.01
H -0.48 1.38 -2.50
H 1.91 0.86 -1.52
H 4.18 0.07 -0.90
H 5.64 -1.67 -0.01
H 6.66 -3.79 0.02
H 6.50 -4.91 1.39
H 6.37 -3.15 1.67
H 2.28 -4.28 0.45
H 0.12 -3.42 -0.23
H -1.36 3.46 0.27
H -1.24 3.46 -1.51
H 1.19 2.91 -1.34
H 1.22 1.68 0.83
H 0.69 3.15 1.67
H 3.80 4.77 0.96
H 2.22 4.97 1.78
H 2.13 6.22 -0.35
H 2.70 4.77 -1.24
H -3.85 1.69 -0.46
H -6.01 0.52 -0.89
*
```